Record 1
The following is a quantum chemistry calculation of C3H8N2O2 in the gas phase, from the Open Molecules 2025 dataset.

The geometry in ORCA input format:
```
! RIJCOSX wB97M-V def2-TZVPD def2/J DEFGRID3
* xyz 0 1
N 1.688 1.120 0.231
C 0.670 0.877 -0.738
O 0.040 1.765 -1.254
N 0.476 -0.495 -0.964
C -0.866 -0.999 -0.670
C -1.314 -0.548 0.758
O -0.617 0.567 1.259
H 1.871 2.104 0.373
H 2.522 0.551 0.196
H 1.153 -1.049 -0.456
H -0.820 -2.095 -0.731
H -1.564 -0.673 -1.446
H -1.248 -1.394 1.457
H -2.367 -0.245 0.715
H 0.376 0.515 1.270
*
```

The LUMO energy is 0.6218 eV. The value obtained for the gap between HOMO and LUMO is 10.246 eV. The SMILES is NC(=O)NCCO. The HOMO energy is -9.6 eV.

Record 2
The following is a quantum chemistry calculation of 2 unconnected molecules or ions with the total composition C3H6N2O2, from the Open Molecules 2025 dataset.

The geometry in ORCA input format:
```
! RIJCOSX wB97M-V def2-TZVPD def2/J DEFGRID3
* xyz 0 1
C -1.629 -0.172 0.262
N 1.403 -0.442 0.851
C 1.247 0.536 -0.031
C -0.579 -0.302 -1.059
O 0.746 -0.422 1.950
N 1.524 1.653 -0.451
O -0.059 -1.366 -1.332
H 1.533 -1.374 0.421
H 2.413 2.061 -0.174
H -0.978 0.334 -1.871
H -2.532 -0.543 -0.216
H -1.352 -0.824 1.082
H -1.738 0.862 0.567
*
```

The LUMO energy (alpha / beta) is -0.8259 / -0.7549 eV. The value obtained for the gap between HOMO and LUMO (alpha / beta) is 8.250 / 7.742 eV. The HOMO energy (alpha / beta) is -9.1 / -8.5 eV.

Record 3
The following is a quantum chemistry calculation of 2 unconnected molecules or ions with the total composition C8H10NS, from the Open Molecules 2025 dataset.

The geometry in ORCA input format:
```
! RIJCOSX wB97M-V def2-TZVPD def2/J DEFGRID3
* xyz 1 3
C 0.019 -2.413 -0.985
C -1.102 -1.647 -1.116
C 1.001 -2.007 -0.083
C -1.157 -0.495 -0.378
C 0.858 -0.886 0.656
C 0.686 1.933 -1.410
C 0.387 2.359 -0.240
C -0.534 1.021 1.308
N -0.235 -0.086 0.511
S 0.368 1.266 2.805
H -0.006 -3.243 -1.565
H -1.907 -1.826 -1.726
H 1.794 -2.605 0.207
H -2.138 0.031 -0.554
H 1.526 -0.621 1.353
H 1.567 2.357 -1.959
H 0.082 1.289 -2.150
H 0.973 2.986 0.437
H -1.504 1.331 1.214
H -0.677 1.258 3.678
*
```

The LUMO energy (alpha / beta) is -4.2393 / -6.4955 eV. The value obtained for the gap between HOMO and LUMO (alpha / beta) is 6.401 / 7.435 eV. The HOMO energy (alpha / beta) is -10.6 / -13.9 eV.

Record 4
The following is a quantum chemistry calculation of C8H12 in the gas phase, from the Open Molecules 2025 dataset.

The geometry in ORCA input format:
```
! RIJCOSX wB97M-V def2-TZVPD def2/J DEFGRID3
* xyz 0 1
C 1.932 0.687 1.628
C 1.198 0.033 0.430
C 1.625 0.551 -0.984
C -0.122 -0.423 0.376
C -1.218 0.463 0.927
C -0.779 -1.602 -0.418
C -1.903 -0.991 -1.282
C -2.596 -0.443 -2.097
H 1.461 1.595 1.808
H 2.991 0.645 1.368
H 1.954 0.127 2.538
H 0.760 0.490 -1.618
H 2.026 1.493 -1.051
H 2.223 -0.252 -1.503
H -1.980 0.756 0.188
H -1.022 1.497 1.510
H -1.795 -0.054 1.670
H -0.172 -2.284 -0.933
H -1.341 -2.384 0.204
H -3.242 0.097 -2.761
*
```

The LUMO energy is 0.6917 eV. The value obtained for the gap between HOMO and LUMO is 7.973 eV. The SMILES is C#CCC(C)=C(C)C. The HOMO energy is -7.3 eV.

Record 5
The following is a quantum chemistry calculation of a molecular structure, C6H11N2, from the Open Molecules 2025 dataset.

The geometry in ORCA input format:
```
! RIJCOSX wB97M-V def2-TZVPD def2/J DEFGRID3
* xyz 1 1
C -0.411 0.784 1.714
C 1.037 0.819 1.177
C 0.588 -0.742 -1.877
C -0.982 0.655 0.252
C -0.005 -1.042 -0.464
C 0.493 0.314 -0.139
N 0.803 0.649 -1.569
N -1.460 -0.760 -0.046
H -0.635 -0.174 2.400
H -0.570 1.711 2.173
H 1.481 1.862 1.216
H 1.667 0.174 1.733
H 1.597 -1.338 -1.971
H 0.060 -0.967 -2.706
H -1.633 1.403 -0.212
H 0.316 -2.021 -0.055
H 1.806 0.906 -1.716
H -1.830 -1.318 0.703
H -2.322 -0.916 -0.612
*
```

The LUMO energy is -3.2943 eV. The value obtained for the gap between HOMO and LUMO is 10.094 eV. The HOMO energy is -13.4 eV.

Record 6
The following is a quantum chemistry calculation of C2HClN2OS in the gas phase, from the Open Molecules 2025 dataset.

The geometry in ORCA input format:
```
! RIJCOSX wB97M-V def2-TZVPD def2/J DEFGRID3
* xyz 0 3
C -0.479 0.774 -0.359
C -0.792 -0.596 -0.287
N 0.904 1.073 -0.323
N 1.761 0.300 0.011
O -1.165 1.753 -0.243
S 1.857 -1.058 0.812
Cl -2.058 -0.855 0.794
H -0.027 -1.391 -0.407
*
```

The LUMO energy (alpha / beta) is -1.1370 / -2.7266 eV. The value obtained for the gap between HOMO and LUMO (alpha / beta) is 7.739 / 7.196 eV. The HOMO energy (alpha / beta) is -8.9 / -9.9 eV.

Strongest force on any atom for every record listed, in sequence, given in eV Å⁻¹: 1.37 4.49 4.55 5.93 3.59 3.07.